# C26H60IO5PS2Si

A cluster of 4 separate species, C26H60IO5PS2Si in total (wB97M-V/def2-TZVPD, the Open Molecules 2025 dataset).

Computed properties:
LUMO energy   -0.001 hartree
Frontier orbital gap   0.340 Eh
Molar mass   702.86 g/mol
Net charge   0

Geometry as XYZ:
```
96
Properties=species:S:1:pos:R:3:lowdin_charge:R:1
C -1.843 0.359 8.029 -0.187
Si -1.884 0.571 6.181 0.516
C -3.228 1.798 5.753 -0.176
C -0.276 1.177 5.431 -0.211
C -2.510 -0.964 5.188 -0.291
O -3.884 -1.153 5.653 -0.224
S -4.477 -2.404 4.920 0.575
O -5.460 -3.015 5.736 -0.205
O -4.737 -2.085 3.554 -0.213
O -3.138 -3.267 5.014 -0.267
C -1.938 -2.403 5.030 -0.616
C -1.098 -2.541 3.742 -0.205
C -1.792 -3.164 2.514 -0.255
C -1.923 -2.182 1.357 -0.553
S -0.278 -1.900 0.629 0.710
P -1.090 -3.330 6.423 0.613
O -1.948 -2.820 7.733 -0.391
I 0.876 -1.936 6.725 0.603
H -2.649 -0.300 8.356 0.033
H -0.910 -0.060 8.405 -0.009
H -1.994 1.340 8.488 0.038
H -2.972 2.774 6.175 0.044
H -3.320 1.917 4.670 0.035
H -4.203 1.496 6.141 0.041
H 0.502 1.232 6.194 0.011
H 0.110 0.546 4.628 0.012
H -0.432 2.178 5.023 0.032
H -2.577 -0.569 4.163 0.113
H -0.184 -3.095 3.968 0.077
H -0.759 -1.531 3.487 0.095
H -2.791 -3.515 2.768 0.095
H -1.227 -4.041 2.192 0.109
H -2.603 -2.562 0.598 0.077
H -2.318 -1.234 1.727 0.070
H -0.669 -1.114 -0.385 -0.139
H -2.718 -3.391 7.885 0.070
C 2.381 0.434 -1.118 -0.111
C 2.186 -0.196 -2.493 -0.269
C 2.789 -1.595 -2.611 -0.227
C 4.300 -1.664 -2.377 -0.227
C 5.129 -0.760 -3.289 -0.267
C 4.963 -1.075 -4.771 -0.120
H 3.437 0.582 -0.886 0.067
H 1.891 1.407 -1.054 0.072
H 1.959 -0.207 -0.341 0.037
H 2.606 0.460 -3.261 0.098
H 1.116 -0.263 -2.712 0.100
H 2.552 -2.003 -3.597 0.102
H 2.296 -2.254 -1.887 0.103
H 4.625 -2.700 -2.515 0.110
H 4.521 -1.416 -1.335 0.102
H 6.183 -0.861 -3.014 0.105
H 4.872 0.287 -3.108 0.098
H 5.234 -2.113 -4.983 0.078
H 5.600 -0.435 -5.384 0.065
H 3.934 -0.926 -5.102 0.066
C -7.880 6.707 4.292 -0.113
C -8.022 5.470 3.412 -0.271
C -7.411 4.210 4.025 -0.227
C -5.909 4.297 4.307 -0.230
C -5.044 4.628 3.092 -0.269
C -5.141 3.590 1.979 -0.109
H -6.832 6.965 4.458 0.064
H -8.362 7.573 3.839 0.068
H -8.338 6.542 5.270 0.075
H -7.569 5.664 2.435 0.097
H -9.081 5.284 3.219 0.104
H -7.611 3.362 3.365 0.102
H -7.926 3.987 4.965 0.110
H -5.577 3.339 4.720 0.090
H -5.726 5.040 5.088 0.103
H -4.003 4.708 3.419 0.101
H -5.311 5.613 2.698 0.098
H -4.869 2.598 2.348 0.068
H -4.476 3.834 1.149 0.069
H -6.154 3.523 1.578 0.066
C 5.585 0.079 -9.161 -0.108
C 5.439 -1.332 -8.603 -0.269
C 6.772 -1.982 -8.234 -0.234
C 7.747 -2.156 -9.400 -0.229
C 7.195 -2.953 -10.582 -0.272
C 6.788 -4.377 -10.219 -0.113
H 6.159 0.089 -10.090 0.065
H 4.612 0.524 -9.374 0.069
H 6.100 0.727 -8.448 0.074
H 4.905 -1.957 -9.324 0.100
H 4.811 -1.301 -7.709 0.086
H 6.576 -2.953 -7.771 0.101
H 7.258 -1.376 -7.463 0.105
H 8.647 -2.654 -9.027 0.109
H 8.072 -1.175 -9.755 0.101
H 7.955 -2.984 -11.367 0.104
H 6.339 -2.429 -11.015 0.097
H 7.631 -4.926 -9.794 0.075
H 6.440 -4.925 -11.096 0.068
H 5.981 -4.390 -9.484 0.064
```